--- w ---
Below is 2 unconnected molecules or ions with the total composition CH2ClNO2, with properties calculated with wB97M-V/def2-TZVPD.

## Properties
HOMO-LUMO gap ... 9.3 eV
Lowest unoccupied orbital energy ... -0.31 eV
Total charge ... 0

The geometry in XYZ format:
```
7
CH2ClNO2 (wB97M-V/def2-TZVPD)
H 2.05 -0.74 -1.02
O -0.30 0.39 1.26
C 0.98 -0.66 -1.44
H 0.27 -1.26 1.84
N -0.56 -0.73 1.56
O 0.13 -1.47 -1.55
Cl 0.73 0.98 -1.94
```

***

--- x ---
Below is 2 unconnected molecules or ions with the total composition CH2ClNO2, with properties calculated with wB97M-V/def2-TZVPD.

## Properties
HOMO-LUMO gap (alpha / beta) ... 8.7 / 8.7 eV
Lowest unoccupied orbital energy (alpha / beta) ... -1.97 / -1.70 eV
Total charge ... 0

The geometry in XYZ format:
```
7
CH2ClNO2 (wB97M-V/def2-TZVPD)
N -0.18 -0.66 -0.53
Cl -1.42 1.15 1.03
C -0.06 0.29 0.50
O -1.25 -0.78 -1.10
H 0.75 -0.09 1.26
O 0.82 -1.25 -0.79
H 1.33 1.34 -0.37
```

***

Tell me which of them is the most stable. Sure, it is w.

***

--- w ---
Below is 2 unconnected molecules or ions with the total composition C24H51IN5O, with properties calculated with wB97M-V/def2-TZVPD.

## Properties
HOMO-LUMO gap ... 9.0 eV
Lowest unoccupied orbital energy ... -2.72 eV
Total charge ... +1

The geometry in XYZ format:
```
82
C24H51IN5O (wB97M-V/def2-TZVPD)
I 0.50 -1.40 -4.59
H -3.08 1.81 1.82
H 3.52 -0.76 -4.74
N 5.74 2.31 0.34
H 0.70 5.73 1.29
H 3.79 0.60 1.36
H 6.69 1.96 0.36
C -1.08 -6.66 3.22
C 3.56 1.14 0.44
H 2.06 5.08 -0.72
H 0.95 0.27 1.00
H -3.65 4.36 -0.55
N -0.84 -1.90 0.46
H 5.37 0.35 -0.39
C -3.03 -0.86 0.88
H 5.78 3.13 -0.26
H -2.78 4.01 1.74
H -1.14 -0.04 1.44
H -0.24 5.71 -0.18
H -3.98 0.94 -1.37
H 0.89 1.63 -0.07
H -2.23 5.48 1.02
H -0.44 3.06 0.84
C 0.13 -0.15 -0.95
H 0.93 -6.01 3.72
C -2.14 4.40 0.95
C -2.64 3.99 -0.43
H 0.65 -7.75 3.92
C -4.05 1.34 1.73
H 4.87 -1.86 -4.64
H -4.62 1.70 2.59
C -4.82 1.76 0.48
C 0.42 -6.89 3.29
H 4.64 1.60 -1.33
C -2.63 2.48 -0.72
H 0.81 -6.42 1.44
C 3.16 -2.56 -3.55
C 0.40 -2.74 -1.11
C -0.83 -3.23 0.53
H 3.87 -2.50 -2.73
C -1.59 -1.02 1.37
N -0.09 -3.78 -0.42
H -2.02 1.94 0.00
N -0.04 -1.56 -0.60
H -1.58 -7.52 2.79
H -5.37 2.68 0.66
H -3.42 -1.86 0.69
H -1.49 -6.46 4.21
H 3.51 -2.27 -5.67
N 1.21 -2.92 -2.17
H -1.55 -1.47 2.36
O 0.98 -7.17 2.01
H 1.36 -3.89 -2.42
H 2.73 0.53 -1.43
H -3.01 -0.35 -0.07
C -3.92 -0.17 1.92
C 1.12 0.57 -0.04
H 2.05 3.86 0.54
H 2.77 -0.76 -0.23
C 1.43 4.37 -0.19
H 2.15 -1.08 -2.41
H 3.14 2.10 0.70
H 0.38 -0.02 -1.99
H -0.84 0.32 -0.82
H 3.02 -3.61 -3.75
C -0.67 4.07 1.20
H -4.90 -0.63 1.91
H 1.01 3.68 -0.92
H -1.36 -3.85 1.24
C 1.87 -1.95 -2.98
H -0.50 4.11 2.28
H -5.58 1.00 0.32
H -2.14 2.32 -1.68
C 4.88 1.31 -0.31
C 3.78 -1.81 -4.73
C 0.28 5.07 0.53
H -3.48 -0.33 2.90
H -4.60 2.54 -1.49
C 2.58 0.30 -0.38
C -4.03 1.88 -0.84
H -2.02 4.50 -1.17
H -1.30 -5.80 2.57
```

***

--- x ---
Below is 2 unconnected molecules or ions with the total composition C24H51IN5O, with properties calculated with wB97M-V/def2-TZVPD.

## Properties
HOMO-LUMO gap ... 8.9 eV
Lowest unoccupied orbital energy ... -2.76 eV
Total charge ... +1

The geometry in XYZ format:
```
82
C24H51IN5O (wB97M-V/def2-TZVPD)
H 2.76 0.04 3.32
H -1.73 1.03 -2.82
C -0.65 -1.32 -5.47
C -2.65 -1.34 4.53
H 0.21 1.64 -0.57
C -5.16 1.45 2.95
H 2.98 -1.64 3.74
C 0.41 -2.21 4.52
H -1.45 0.20 5.46
H -6.24 1.45 3.03
C 1.07 -0.86 4.24
C 7.15 0.91 -2.91
H 1.15 -1.92 1.72
H 2.84 0.53 1.08
H 7.85 0.55 -0.89
H -0.91 -0.63 -3.49
H -2.53 2.10 4.59
H -4.77 2.14 4.92
H -1.05 -0.97 -1.50
O 6.55 0.23 -4.01
H -1.83 3.36 -1.50
H -2.80 -1.39 -5.26
H 1.45 -0.49 5.19
C -2.47 0.04 5.14
N 0.93 -1.52 -3.66
C -0.92 1.62 -2.39
H -2.45 -2.10 2.51
I -1.41 -3.27 -3.19
H -1.25 -3.48 4.17
H 6.55 1.79 -2.64
C 2.28 -0.93 3.31
H 0.06 -2.25 5.55
C -0.46 -1.47 -3.98
C -0.64 1.10 -0.99
C -0.73 -2.70 3.62
C -2.04 -1.58 -6.01
C 1.55 -1.17 -2.52
H 0.36 -0.10 3.92
N 1.01 -0.70 -1.37
C -2.97 1.17 4.25
H 1.54 -1.91 -4.35
H 4.15 -0.84 -0.80
C -4.50 1.29 4.31
H -0.35 -3.20 2.73
H -2.94 2.75 -3.72
C 3.15 -0.85 -1.19
C 7.36 0.02 -1.71
H -2.66 1.02 3.22
C 2.05 -1.32 1.85
C 1.99 -0.12 0.92
H -0.39 3.68 -2.44
N 2.06 -0.52 -0.49
H 6.40 -0.36 -1.34
H -4.86 2.38 2.49
H 1.22 -2.94 4.46
H -2.54 5.36 -4.31
H -1.38 -0.78 2.85
H -0.43 -0.76 0.10
H -1.52 3.40 -4.50
H -2.24 -0.92 -6.84
H 8.11 1.28 -3.29
H 7.97 -0.85 -1.98
H -3.65 4.82 -3.30
C -1.30 3.09 -2.40
C -2.13 3.48 -3.61
C -1.81 -1.68 3.29
H 0.10 -1.91 -5.99
H -3.70 -1.48 4.31
H -4.92 0.41 4.80
H -3.07 0.08 6.05
H 2.88 -1.93 1.51
H -4.88 0.62 2.30
N -2.65 4.84 -3.46
H -1.47 1.31 -0.33
H -0.40 -0.28 -5.68
C -0.35 -0.39 -0.92
H -2.15 -2.60 -6.37
N 2.89 -1.25 -2.41
H 1.10 0.48 1.09
H -2.39 -2.08 5.29
H -0.03 1.46 -3.00
H 5.69 -0.10 -3.72
```

***

Tell me which of them is the most stable. Sure, it is x.

***

--- w ---
Below is a molecular structure, C24H24AsCl5F6N3O4S3V, with properties calculated with wB97M-V/def2-TZVPD.

## Properties
HOMO-LUMO gap (alpha / beta) ... 7.2 / 8.1 eV
Lowest unoccupied orbital energy (alpha / beta) ... 2.19 / 2.19 eV
Multiplicity ... 4
Total charge ... -1

The geometry in XYZ format:
```
71
C24H24AsCl5F6N3O4S3V (wB97M-V/def2-TZVPD)
V 0.75 0.75 0.20
H 2.85 3.63 -2.85
F -2.28 -1.24 1.14
O -0.68 -1.53 4.49
C -2.86 2.52 1.47
O 0.34 -2.37 0.23
C -3.62 4.89 1.81
C 2.47 -3.04 1.63
H 6.22 3.64 -1.64
Cl -0.94 -0.20 -1.65
C 3.66 2.30 0.86
C -0.35 4.17 1.69
C -4.71 5.59 3.84
C 7.11 3.50 0.97
Cl 4.39 -0.45 -1.04
C 3.74 3.01 -2.78
S 2.53 1.55 1.86
H -1.32 1.22 4.07
C -0.86 2.15 3.74
C -4.04 3.29 3.54
H 7.54 4.34 0.43
C 5.47 3.29 -0.94
F 2.80 -1.77 1.41
F -2.88 -0.48 3.08
H 7.77 2.65 0.86
F -2.91 -2.61 2.69
C -4.21 5.88 2.58
H -2.95 2.71 0.40
H -1.35 3.00 4.21
H -3.22 5.13 0.83
S -0.51 -1.60 3.08
C -2.24 -1.49 2.45
N 4.88 2.67 1.30
C 4.22 2.96 -1.37
H -0.60 2.76 -1.08
C 3.10 -1.33 -3.25
C 0.71 -1.23 -3.55
C 0.64 -0.61 -2.31
C -3.52 3.58 2.28
S 0.66 -3.32 1.26
H 2.36 2.30 -0.72
Cl -0.70 -1.55 -4.48
N 3.34 2.51 -0.45
H -3.98 2.28 3.92
H -0.52 4.56 0.69
Cl 4.66 -1.78 -3.84
C 1.72 -0.31 -1.50
N -0.05 -3.04 2.65
F 2.75 -3.34 2.90
O 0.58 -4.72 0.97
H 3.46 2.00 -3.10
O 0.19 -0.51 2.43
H 0.19 2.12 4.03
As -0.91 2.30 1.80
Cl 2.13 -2.33 -5.58
H 0.73 4.18 1.89
H 0.71 2.39 -2.16
H -5.17 6.36 4.44
F 3.21 -3.82 0.84
C 2.94 -0.71 -2.00
H -0.87 4.78 2.43
H -3.29 1.54 1.67
C -4.63 4.29 4.31
C 5.75 3.15 0.43
C 1.97 -1.58 -4.03
H -5.03 4.04 5.29
H 7.03 3.74 2.03
C 0.49 2.60 -1.10
H -4.27 6.89 2.19
H 0.93 3.58 -0.87
H 4.51 3.39 -3.44
```

***

--- x ---
Below is a molecular structure, C24H24AsCl5F6N3O4S3V, with properties calculated with wB97M-V/def2-TZVPD.

## Properties
HOMO-LUMO gap (alpha / beta) ... 6.7 / 7.2 eV
Lowest unoccupied orbital energy (alpha / beta) ... 2.14 / 2.14 eV
Multiplicity ... 4
Total charge ... -1

The geometry in XYZ format:
```
71
C24H24AsCl5F6N3O4S3V (wB97M-V/def2-TZVPD)
C -6.09 0.66 -0.46
N -5.08 0.78 0.36
C 3.25 -4.08 3.26
H -7.39 1.34 1.08
C 3.26 -1.81 0.24
C -1.35 2.60 -3.71
H 4.00 0.35 -1.74
C -4.48 -1.05 -3.44
H 3.80 -6.39 0.86
C 3.20 -2.95 2.47
H 1.49 -3.48 -1.47
C -0.63 1.75 -2.87
F 3.20 1.07 4.82
C -5.99 0.07 -1.75
O 0.31 4.60 2.37
H 1.69 -2.09 -2.58
O 2.00 0.45 2.28
Cl -1.97 5.04 -4.71
S 0.62 3.21 2.30
Cl -2.54 1.98 -4.81
C 3.63 -5.43 1.31
C -0.11 4.46 -2.83
H 0.64 -3.26 1.23
O 3.68 1.78 1.14
Cl -0.89 0.02 -2.98
H -7.59 2.17 -0.46
C 3.07 0.86 -2.02
C 3.93 1.36 3.75
C 0.32 2.20 -1.98
H -5.40 -1.17 -4.01
H 2.59 0.27 -2.81
F 4.69 2.42 4.01
Cl 0.27 6.15 -2.80
F -1.67 2.88 3.51
H 3.02 -1.98 2.92
C 3.37 -3.03 1.09
O 0.24 2.47 1.11
S 2.83 1.63 2.30
C -7.41 1.20 0.00
H 3.49 -6.22 3.30
H -3.77 -0.45 -4.01
H -6.85 -0.03 -2.39
F 0.05 2.91 4.84
H 3.37 1.81 -2.49
S -2.49 0.47 0.93
C -4.76 -0.38 -2.14
C 3.59 -4.29 0.52
F -0.38 1.15 3.65
As 1.40 -1.28 -0.21
Cl 1.86 4.10 -0.98
N -3.73 -0.22 -1.28
H -0.71 -2.18 0.76
C 0.32 -2.22 1.10
H 0.08 -2.52 -1.97
H 3.73 -4.37 -0.55
H 3.12 -4.00 4.34
C -0.41 2.48 3.65
C -3.84 0.35 -0.02
V 1.68 1.36 -0.42
H 3.75 -1.95 -0.72
C 3.46 -5.33 2.69
H -4.03 -2.03 -3.27
N 2.12 2.95 2.73
H 0.39 -1.69 2.05
H 3.72 -0.94 0.71
F 4.73 0.32 3.48
C 0.57 3.56 -2.02
H -8.23 0.54 -0.28
C -1.09 3.97 -3.68
H -2.79 -0.45 -1.58
C 1.14 -2.48 -1.73
```

***

Tell me which of them is the most stable. Sure, it is w.

***

--- w ---
Below is a single C10H19N3O4 molecule, with properties calculated with wB97M-V/def2-TZVPD.

## Properties
HOMO-LUMO gap ... 10.4 eV
Lowest unoccupied orbital energy ... 0.48 eV
Total charge ... 0

The geometry in XYZ format:
```
36
C10H19N3O4 (wB97M-V/def2-TZVPD)
H -3.84 1.38 1.32
H -0.60 0.42 0.26
H 1.10 1.73 -0.34
H -2.17 2.79 -1.85
C 0.61 -0.97 -0.64
C -3.17 0.79 0.62
H -1.24 -2.03 1.52
C -2.40 1.90 -0.13
C 1.80 -0.05 -0.87
H 2.47 -0.38 -1.69
H 2.41 -2.30 0.74
C -2.45 -1.91 -0.33
H 4.37 1.10 1.16
N -2.77 2.06 -1.45
N 1.50 1.41 -1.19
C 3.16 -1.54 0.73
C -1.50 -1.36 0.70
C 2.74 -0.06 0.31
H -1.85 0.21 2.30
H -0.88 -2.11 -1.46
H 2.21 0.24 1.24
H 4.07 -1.72 0.21
C 3.98 0.91 0.12
H -3.76 2.27 -1.64
H 4.81 0.47 -0.65
O 0.39 -2.13 -1.14
H -3.89 0.22 0.05
H 3.52 -1.46 1.79
O -1.55 2.45 0.55
C -2.39 -0.30 1.48
O -3.50 -2.31 -0.05
H 3.63 1.88 -0.24
H -3.22 -0.74 1.93
N -0.40 -0.48 0.12
H 0.74 1.72 -1.93
O -1.91 -2.08 -1.57
```

***

--- x ---
Below is a single C10H19N3O4 molecule, with properties calculated with wB97M-V/def2-TZVPD.

## Properties
HOMO-LUMO gap ... 10.0 eV
Lowest unoccupied orbital energy ... 0.66 eV
Total charge ... 0

The geometry in XYZ format:
```
36
C10H19N3O4 (wB97M-V/def2-TZVPD)
C -3.95 0.33 -0.38
H -0.98 -2.86 1.68
O 2.40 -1.96 -0.19
H 3.64 -1.85 -1.96
C -2.93 0.94 0.58
H -2.02 -1.66 -0.05
C 3.48 0.82 1.55
H -2.18 1.57 0.08
N -4.46 1.35 -1.16
H 0.33 -2.19 1.08
C 2.57 2.72 0.16
O -0.53 -0.24 -1.50
H -1.54 0.56 2.14
H 1.63 0.69 -1.36
O 3.47 -0.85 -1.82
N -0.57 -1.94 1.49
H 2.78 0.96 2.41
H 1.61 2.72 0.64
H 4.41 1.37 1.84
H 0.84 -0.37 1.25
H 3.57 -0.32 1.52
H -2.89 -0.59 2.11
C -1.38 -1.07 0.65
C 2.62 -0.93 -0.78
H -4.27 2.35 -1.17
O -4.43 -0.76 -0.23
C -0.38 -0.38 -0.32
C 2.95 1.28 0.18
C -2.12 -0.06 1.48
H 3.87 1.10 -0.33
H 3.23 3.38 0.71
H -5.21 1.04 -1.82
H 2.37 3.04 -0.89
C 1.97 0.35 -0.42
N 0.74 0.02 0.32
H -3.51 1.63 1.20
```

***

Tell me which of them is the most stable. Sure, it is x.

***

--- w ---
Below is 2 unconnected molecules or ions with the total composition CH5NO2S, with properties calculated with wB97M-V/def2-TZVPD.

## Properties
HOMO-LUMO gap ... 10.0 eV
Lowest unoccupied orbital energy ... 0.61 eV
Total charge ... 0

The geometry in XYZ format:
```
10
CH5NO2S (wB97M-V/def2-TZVPD)
H -1.76 1.19 0.10
H 1.88 2.04 -0.22
O 2.05 1.12 0.05
C 0.90 -1.55 -0.04
O 0.66 0.70 0.49
H 0.59 -2.59 0.15
H 1.89 -1.40 -0.42
S -2.80 0.21 0.10
N 0.29 -0.55 0.44
H -3.70 0.84 -0.65
```

***

--- x ---
Below is a single CH5NO2S molecule, with properties calculated with wB97M-V/def2-TZVPD.

## Properties
HOMO-LUMO gap ... 9.4 eV
Lowest unoccupied orbital energy ... 0.09 eV
Total charge ... 0

The geometry in XYZ format:
```
10
CH5NO2S (wB97M-V/def2-TZVPD)
H 2.19 -0.64 -0.06
H -0.67 2.20 -0.19
O -2.18 -0.21 -0.31
H 1.04 -1.28 -1.27
H 0.85 0.35 -0.76
C 1.16 -0.60 -0.46
O 0.15 -1.07 0.37
H -1.46 -0.57 1.72
S -1.00 0.04 0.48
N -0.08 1.79 0.49
```

***

Tell me which of them is the most stable. Sure, it is x.

***

--- w ---
Below is a single C8H7N3O molecule, with properties calculated with wB97M-V/def2-TZVPD.

## Properties
HOMO-LUMO gap (alpha / beta) ... 8.4 / 6.7 eV
Lowest unoccupied orbital energy (alpha / beta) ... -0.87 / -2.56 eV
Total charge ... 0

The geometry in XYZ format:
```
19
C8H7N3O (wB97M-V/def2-TZVPD)
H 3.33 -1.29 -0.01
C 2.98 0.46 1.83
C 0.49 0.09 1.74
C -0.75 -0.51 -0.56
H -1.56 -1.24 -3.05
H 0.22 1.04 2.26
H -1.82 2.09 1.09
H 0.34 -0.79 2.52
N -1.53 0.17 -1.39
C 2.15 -1.20 0.30
C -1.47 1.25 0.51
C 1.86 -0.26 1.31
H -1.81 0.31 -3.41
N 3.79 1.12 2.29
C -2.01 -0.33 -2.64
H -3.06 -0.45 -2.36
O 1.33 -1.89 -0.28
N -1.99 1.26 -0.74
C -0.49 0.17 0.61
```

***

--- x ---
Below is a single C8H7N3O molecule, with properties calculated with wB97M-V/def2-TZVPD.

## Properties
HOMO-LUMO gap ... 9.3 eV
Lowest unoccupied orbital energy ... -0.06 eV
Total charge ... 0

The geometry in XYZ format:
```
19
C8H7N3O (wB97M-V/def2-TZVPD)
C 0.01 -0.06 0.32
N 0.58 1.13 -1.50
H -0.01 1.35 4.07
H -1.51 -2.62 -2.45
C -0.42 -0.39 2.67
C -1.36 -1.88 -1.76
N 0.73 1.84 -0.48
H 0.77 2.68 2.13
C -0.04 0.90 2.91
C -0.13 -1.18 -1.92
N 0.05 -0.16 -1.04
H -2.22 -1.04 -1.68
H -1.59 -2.61 -0.85
H -0.70 -1.96 1.14
C -0.36 -0.91 1.38
C 0.37 1.28 0.70
O 0.74 -1.41 -2.79
H -0.77 -1.02 3.52
C 0.36 1.72 1.95
```

***

Tell me which of them is the most stable. Sure, it is x.